Below is the molecule C6H12N2, with properties calculated with ωB97M-V/def2-TZVPD.

The geometry in XYZ format:
```
20
Properties=species:S:1:pos:R:3:forces:R:3
C -1.5821 -1.0862 -2.0009 0.028 0.046 -0.019
C -1.1825 1.2971 -0.4083 0.135 -0.075 -0.013
C 1.9307 -1.0798 0.6389 -0.037 -0.111 0.124
C 1.0861 1.0828 1.6909 -0.221 0.102 -0.521
C -0.4977 -0.0222 -0.1653 0.164 0.368 0.059
C 0.7324 -0.2056 0.9433 -0.140 0.214 -0.513
N -0.5143 -0.7449 1.1278 0.074 -0.638 0.540
N -0.5464 -1.0658 -0.9906 0.115 0.130 0.035
H -1.5423 -0.2036 -2.6516 -0.019 -0.033 0.042
H -2.5791 -1.1126 -1.5415 0.071 0.047 0.019
H -1.4723 -1.9850 -2.6068 0.020 0.082 0.016
H -1.0228 2.0010 0.4020 0.043 -0.016 0.009
H -2.2593 1.1368 -0.4996 0.017 -0.025 0.022
H -0.8266 1.7459 -1.3395 -0.014 0.003 0.063
H 2.1828 -1.6559 1.5337 0.013 -0.025 -0.050
H 1.7076 -1.7671 -0.1740 -0.129 -0.041 0.106
H 1.7222 0.7904 2.5298 -0.054 -0.030 -0.054
H 1.6483 1.7764 1.0630 0.031 -0.019 0.044
H 0.2117 1.5863 2.0963 -0.012 -0.048 -0.009
H 2.8037 -0.4880 0.3524 -0.085 0.070 0.101
```
Forces are in eV/Å.

The HOMO-LUMO gap (spin up / spin down) is 0.282 / 0.307 Eh. The energy above the lowest of the compared OMol25 structures with the same formula, charge and spin is 95.0 kcal/mol.

Below is a structure of composition C19H43N7O10V, with properties calculated with ωB97M-V/def2-TZVPD.

The geometry in XYZ format:
```
80
Properties=species:S:1:pos:R:3:forces:R:3
V 24.3609 28.8771 -21.0318 2.603 1.092 -0.719
C 25.0928 30.3018 -19.2436 -4.941 -3.334 -4.033
O 25.6145 30.4347 -20.3377 8.127 7.126 -7.377
O 23.8892 30.1981 -19.4959 -10.182 4.899 2.974
O 25.3491 29.1043 -19.1612 5.852 -10.112 7.185
C 22.4547 30.3229 -24.4792 -1.098 0.425 0.545
C 23.3951 30.8916 -23.5069 0.863 -0.275 1.702
O 23.4551 30.3248 -22.3348 0.743 -0.266 -0.106
N 24.1275 31.9606 -23.8326 -1.156 -1.809 1.895
C 25.1326 32.5723 -22.9503 2.042 0.223 -1.981
H 22.7644 29.3143 -24.7528 0.123 0.303 -0.700
H 22.1545 31.0815 -25.2021 0.464 -0.624 -0.738
H 21.5281 30.1657 -23.9272 -0.077 -0.108 0.210
H 24.0455 32.2035 -24.8096 0.239 0.615 0.130
H 25.2282 33.6343 -23.1765 -0.681 0.092 0.612
H 26.0728 32.2310 -23.3835 0.404 -0.113 -0.143
H 25.3096 32.2973 -21.9105 -1.556 0.015 -0.071
C 29.6005 31.6976 -17.1362 -0.860 -0.698 -0.460
C 28.3785 31.8205 -16.1942 2.281 3.802 3.328
O 28.5137 32.4013 -15.0647 -0.745 -2.596 -3.396
N 27.1687 31.6104 -16.7342 -2.773 -0.239 0.078
C 25.8093 31.7445 -16.0595 0.824 -0.739 -0.416
H 29.2511 31.6123 -18.1651 -0.171 0.136 -0.252
H 30.1773 30.7803 -17.0179 0.052 0.103 0.582
H 30.2607 32.5645 -17.1101 -0.230 -0.096 0.510
H 27.1010 31.2810 -17.6866 0.456 0.114 0.159
H 25.4900 30.7523 -15.7406 0.111 -0.015 0.354
H 25.0381 32.0575 -16.7634 0.266 0.246 -0.518
H 25.7077 32.4369 -15.2238 0.836 -0.048 -0.092
C 26.6642 23.7915 -15.1048 -1.435 1.768 -0.357
C 25.7865 24.7653 -15.9938 1.048 -2.577 0.730
O 25.0427 24.3439 -16.8456 -1.043 -0.178 -0.975
N 25.9679 26.0492 -15.7456 0.241 4.484 0.282
C 25.2801 27.2323 -16.4519 0.536 -3.300 -0.596
H 27.6859 23.9450 -15.4520 0.084 -0.607 0.258
H 26.2517 22.7826 -15.1082 0.409 0.104 -0.564
H 26.5307 24.1529 -14.0851 0.462 0.007 0.120
H 26.7976 26.3305 -15.2432 -0.242 -0.342 0.365
H 24.4910 26.6928 -16.9757 -0.648 0.399 0.260
H 25.9043 27.5235 -17.2967 0.317 0.596 0.385
H 24.9131 28.0397 -15.8183 0.324 -0.364 0.147
C 27.1455 25.4730 -21.4994 -0.906 -0.784 0.339
C 25.7840 25.6563 -20.8714 1.272 -0.824 0.323
O 25.4877 26.8455 -20.6748 -2.927 3.039 0.127
N 25.1311 24.5715 -20.4594 2.337 1.363 -0.781
C 23.9467 24.4770 -19.7095 -1.933 -0.878 0.722
H 27.2488 24.3958 -21.6300 0.755 0.202 -0.473
H 27.8984 25.8841 -20.8270 0.072 -0.152 0.023
H 27.1539 26.0381 -22.4315 0.100 -0.293 -0.081
H 25.7906 23.8117 -20.3705 -0.411 -0.465 -0.267
H 24.1226 23.8007 -18.8729 -0.034 0.355 0.164
H 23.1841 23.9935 -20.3199 -0.165 0.098 -0.082
H 23.5324 25.4146 -19.3389 0.457 0.078 -0.054
O 25.5444 28.5759 -22.7492 -0.681 0.717 0.715
C 26.6027 29.1129 -23.2131 -1.584 -1.435 -0.713
N 27.3293 29.8748 -22.4395 0.960 1.427 0.440
C 26.9860 28.7781 -24.6489 1.173 0.159 1.447
H 28.1783 30.3673 -22.6777 0.093 -0.416 -0.849
H 26.9442 30.2909 -21.6036 -0.218 -0.552 0.184
H 26.9416 27.7077 -24.8502 -0.386 0.072 0.189
H 28.0458 29.0327 -24.6423 0.050 0.183 -0.899
H 26.4067 29.3291 -25.3898 0.088 0.089 0.200
O 29.9057 26.9300 -19.0874 -1.449 1.022 -0.520
C 29.0033 27.7302 -18.7781 4.483 -3.152 0.535
N 28.3012 28.3975 -19.6705 -1.647 1.467 -0.705
C 28.8269 27.9531 -17.3296 -1.065 1.044 0.268
H 28.5309 28.3820 -20.6539 -0.112 -0.280 0.311
H 27.4739 28.8547 -19.3144 0.258 0.037 -0.562
H 28.2865 28.8919 -17.2088 -0.344 -0.012 0.573
H 29.7890 28.0765 -16.8324 -0.076 -0.385 -0.182
H 28.2573 27.1091 -16.9408 0.133 0.121 0.303
O 21.1583 32.0215 -15.4675 0.885 -0.591 -2.003
C 21.7928 31.4193 -16.3495 -1.533 -0.495 4.370
N 22.3636 32.0374 -17.3825 0.740 -0.217 -1.185
C 22.0367 29.9037 -16.0833 -0.249 0.417 -1.175
H 22.1289 33.0031 -17.5625 0.085 -0.151 0.003
H 22.8653 31.4669 -18.0480 -0.430 0.483 -0.111
H 23.0817 29.6842 -15.8648 0.025 0.179 0.288
H 21.7879 29.2932 -16.9513 -0.009 0.029 -0.329
H 21.3658 29.5543 -15.2985 0.325 0.395 0.132
```
Forces are in eV/Å.

The HOMO-LUMO gap (spin up / spin down) is 0.121 / 0.129 Eh. The spin multiplicity is 4. Its total charge is +2. The expectation value of S² is 3.771.

Below is a cluster of 5 separate species, C3H16N2O3 in total, with properties calculated with ωB97M-V/def2-TZVPD.

The geometry in XYZ format:
```
24
Properties=species:S:1:pos:R:3:forces:R:3
N -0.0410 -0.1380 1.7522 -0.083 0.021 0.442
C 0.0275 -1.4836 1.4183 0.454 0.600 -0.532
C -1.4302 -2.0638 1.1931 0.981 0.005 -0.191
C 0.8337 -1.4372 0.1411 0.136 -0.911 -0.870
N 0.0605 -0.7894 -0.8509 0.471 0.831 1.126
H -1.2285 2.3017 0.8131 -0.090 -0.004 0.053
H -0.4701 -0.0006 2.6812 0.091 -0.042 -0.088
H 0.5548 -2.0850 2.1637 -0.367 -0.168 0.576
H -2.0149 -2.0202 2.1034 -0.069 -0.022 0.003
H -1.8734 -1.5503 0.3510 -0.382 0.054 0.105
H -1.1823 -3.0789 0.8916 -0.420 -0.237 0.046
H 1.1313 -2.4297 -0.2070 -0.152 -0.513 0.075
H 1.8136 -0.9601 0.2387 0.086 0.520 0.546
H -0.4811 -0.0441 -0.3795 -0.687 -0.252 -0.360
H 0.6756 -0.2276 -1.4531 -0.004 0.111 -1.034
H -1.3725 2.3195 1.5454 0.024 0.065 -0.037
H 1.2592 2.0972 -2.4250 -0.043 -0.163 -0.083
O 0.7572 1.4033 -1.9822 0.283 0.006 -0.228
H 1.3481 1.1997 0.7873 -0.173 0.075 0.342
H 1.6100 1.6825 -0.6101 -0.003 -0.070 0.052
O 2.0485 1.6149 0.2822 0.248 -0.034 0.001
H -2.1854 0.9341 -1.9944 0.005 -0.010 -0.201
H -0.7281 1.5642 -1.8248 -0.508 0.316 -0.048
O -1.7227 1.6742 -1.5972 0.200 -0.178 0.304
```
Forces are in eV/Å.

The HOMO-LUMO gap is 0.149 Eh. The energy above the lowest of the compared OMol25 structures with the same formula, charge and spin is 184.9 kcal/mol.

Below is a cluster of 4 separate species, C21H49N8O6S in total, with properties calculated with ωB97M-V/def2-TZVPD.

The geometry in XYZ format:
```
85
Properties=species:S:1:pos:R:3:forces:R:3
S -0.2056 -0.5140 6.0845 -0.798 0.978 0.390
C -1.0186 0.6127 5.3799 1.041 -1.933 -0.702
N -1.5692 1.2743 4.4858 -0.043 0.968 0.578
N -0.6001 1.9162 3.6726 -0.276 -0.345 -0.012
C 0.1197 1.1809 2.8381 1.397 -0.613 -1.527
N 0.1070 -0.1497 2.5902 -0.257 -0.392 0.213
C 1.0608 -0.4170 1.6543 -2.539 1.913 2.768
N 1.6142 0.7421 1.3741 2.840 -2.008 -3.103
N 1.0845 1.7567 2.0349 -1.337 0.224 1.384
H -0.4780 2.9198 3.7381 -0.305 -0.228 0.057
H 1.2768 -1.4101 1.2555 0.143 0.632 0.008
H 2.3464 0.7569 0.6680 -0.098 1.138 0.211
H 1.3499 2.7311 1.9457 0.230 -0.295 -0.321
C 4.0617 5.4100 -4.1930 -0.171 0.170 -0.055
O 2.7852 5.0642 -4.7017 0.322 -0.189 0.123
C 2.5942 3.6696 -4.9119 -0.453 0.011 -0.188
C 1.6833 3.0623 -3.8553 0.223 0.018 0.042
N 2.3395 3.0000 -2.5506 -0.080 0.110 0.311
C 1.4420 2.7684 -1.4224 0.105 0.062 -0.260
C 0.2611 3.7230 -1.2083 -0.100 -0.052 0.308
O 0.6151 5.0215 -0.7719 -0.019 -0.233 0.015
C 1.1129 5.8860 -1.7841 0.099 0.186 0.168
H 4.1918 6.4837 -4.3239 -0.059 -0.033 -0.039
H 4.1399 5.1949 -3.1220 0.166 -0.068 0.014
H 4.8617 4.8940 -4.7296 0.006 -0.031 0.042
H 3.5452 3.1336 -4.9852 0.044 0.064 0.162
H 2.0902 3.5751 -5.8777 0.027 -0.054 0.014
H 1.4039 2.0489 -4.1584 0.014 -0.008 -0.022
H 0.7755 3.6728 -3.8237 -0.062 -0.022 -0.146
H 2.8297 3.8681 -2.3798 0.019 -0.031 -0.109
H 2.0603 2.8064 -0.5149 0.029 0.072 -0.002
H 1.0511 1.7454 -1.4974 -0.126 0.024 -0.078
H -0.3444 3.3026 -0.3968 -0.033 0.021 -0.005
H -0.4039 3.7729 -2.0760 0.128 0.011 -0.101
H 0.6029 5.7423 -2.7387 0.068 -0.090 0.001
H 2.1897 5.7521 -1.8997 -0.011 0.024 -0.225
H 0.9521 6.9139 -1.4609 -0.102 -0.072 0.089
C 3.1556 -1.8286 -4.6641 -0.195 0.113 0.006
O 2.7870 -0.6078 -5.2791 0.301 -0.177 0.112
C 3.6918 -0.1638 -6.2895 -0.242 0.431 -0.272
C 3.1129 -0.3602 -7.6834 0.040 -0.348 0.179
N 3.0542 -1.7707 -8.0470 -0.267 0.013 0.027
C 2.2014 -2.0786 -9.2006 0.121 -0.076 0.124
C 0.7345 -1.6365 -9.1830 0.001 -0.111 -0.250
O -0.0965 -2.3442 -8.2769 0.054 0.182 0.006
C 0.0232 -1.9549 -6.9239 -0.121 -0.268 -0.061
H 2.5657 -1.9333 -3.7526 -0.017 0.060 -0.031
H 2.9291 -2.6856 -5.3044 0.145 -0.095 0.039
H 4.2158 -1.8406 -4.3972 0.015 -0.033 -0.045
H 4.6771 -0.6281 -6.1897 -0.090 -0.169 0.015
H 3.8191 0.9114 -6.1309 0.045 -0.020 0.003
H 3.7382 0.1653 -8.4109 -0.011 0.044 0.006
H 2.1196 0.1025 -7.6883 0.037 0.199 0.008
H 2.7105 -2.3058 -7.2612 0.053 0.060 0.009
H 2.2134 -3.1660 -9.3137 -0.005 0.052 -0.075
H 2.6789 -1.6627 -10.0937 -0.079 0.052 -0.010
H 0.3280 -1.8535 -10.1739 0.006 -0.041 0.039
H 0.6195 -0.5549 -9.0461 0.053 0.008 0.163
H 0.1744 -0.8774 -6.8140 0.111 -0.018 -0.007
H 0.8325 -2.5076 -6.4405 0.076 0.188 0.152
H -0.8997 -2.2259 -6.4096 -0.049 -0.002 -0.117
C -3.7729 -5.4897 10.0771 -0.243 0.009 0.007
O -4.4695 -4.3088 10.4326 0.366 -0.108 -0.047
C -3.6388 -3.1670 10.6089 -0.345 0.368 0.121
C -3.7737 -2.1897 9.4493 0.127 -0.330 -0.083
N -3.1678 -2.7146 8.2289 -0.147 0.028 -0.179
C -3.5527 -2.0182 6.9989 0.064 -0.212 0.114
C -5.0392 -1.8833 6.6506 0.028 0.122 -0.248
O -5.6752 -3.0872 6.2645 0.039 0.133 0.111
C -6.0170 -3.9563 7.3305 -0.005 -0.145 -0.220
H -4.4471 -6.3319 10.2301 -0.024 0.068 0.032
H -3.4845 -5.4841 9.0211 0.161 -0.065 0.008
H -2.8857 -5.6359 10.6986 0.029 0.016 -0.035
H -2.5957 -3.4453 10.7865 -0.003 -0.091 -0.146
H -4.0015 -2.6642 11.5098 0.054 -0.001 0.000
H -3.2805 -1.2486 9.7108 -0.023 0.020 0.025
H -4.8422 -1.9907 9.3191 -0.039 0.097 0.139
H -3.4199 -3.6879 8.1213 0.022 0.025 0.097
H -3.0709 -2.5548 6.1752 -0.034 0.081 -0.031
H -3.1096 -1.0160 7.0265 -0.136 0.069 0.025
H -5.1005 -1.2321 5.7737 0.012 -0.043 -0.008
H -5.6134 -1.3776 7.4352 0.037 -0.115 0.128
H -6.3495 -3.4131 8.2184 0.105 0.002 0.024
H -5.1750 -4.6085 7.5721 -0.044 -0.002 0.237
H -6.8320 -4.5985 6.9967 -0.014 0.099 -0.090
```
Forces are in eV/Å.

The HOMO-LUMO gap is 0.239 Eh. Its total charge is +1.

Below is a structure of composition C6H9N, with properties calculated with ωB97M-V/def2-TZVPD.

The geometry in XYZ format:
```
16
Properties=species:S:1:pos:R:3:forces:R:3
C -0.1174 -0.1289 0.8073 0.549 -0.786 0.847
C 0.9606 0.5258 1.5277 -4.347 -1.180 0.838
C 1.5708 0.6598 0.2230 -0.849 -0.827 -1.010
C 2.8871 1.2116 -0.0644 -0.008 -0.210 -4.014
C -2.1536 -0.6091 -0.9241 2.169 2.371 3.015
C -1.8806 -1.1437 0.5041 2.962 4.401 -0.894
N 0.6905 -0.0235 -0.4900 1.311 1.212 0.132
H 1.0997 0.9965 2.5088 -0.140 -0.462 -0.498
H 2.9748 1.8133 -1.0080 -0.701 -0.406 0.585
H 3.4883 0.3714 -0.3509 0.618 -0.771 0.056
H 3.4235 1.7643 0.6152 0.569 1.052 2.285
H -3.0608 -0.9644 -1.3043 -0.967 -0.815 -1.092
H -1.1827 -0.6512 -1.4375 -0.887 -0.503 -0.721
H -2.2640 0.5064 -0.6954 -0.161 -1.266 -0.774
H -1.7238 -2.1552 0.6635 0.553 -1.773 0.336
H -2.4684 -0.6288 1.2163 -0.670 -0.038 0.907
```
Forces are in eV/Å.

The HOMO-LUMO gap (spin up / spin down) is 0.295 / 0.269 Eh. The energy above the lowest of the compared OMol25 structures with the same formula, charge and spin is 156.3 kcal/mol.